This record from OMol25 describes C34H34AgN6O3P as an isolated structure. The level of theory is ωB97M-V/def2-TZVPD.

Multiplicity ... 1
Frontier orbital gap ... 6.98 eV
E_LUMO ... 0.006 Ha
Net charge ... 0

Cartesian coordinates (Å):
Ag  0.35350  -0.36120  -0.34140
O  -2.29900  -2.55710  6.09460
C  -1.08410  -1.84580  6.01140
C  -0.83950  -1.41790  4.58730
C  -0.21580  -0.20210  4.30830
C  -0.05130  0.16990  2.98740
N  -0.43810  -0.57420  1.96250
C  -1.01180  -1.76260  2.20850
C  -1.23400  -2.20500  3.51900
C  -1.42190  -2.53840  1.03190
C  -2.25080  -3.65920  1.13060
C  -2.63160  -4.33640  -0.01400
C  -3.39430  -5.63170  0.05950
O  -3.17500  -6.23910  1.31340
C  -2.26440  -3.79450  -1.24550
C  -1.43120  -2.69590  -1.25740
N  -0.95780  -2.12550  -0.15870
H  -2.41970  -2.86810  6.99730
H  -0.24670  -2.48260  6.34180
H  -1.10100  -0.95570  6.65970
H  0.10340  0.44700  5.10920
H  0.39110  1.12240  2.72480
H  -1.72480  -3.14380  3.72130
H  -2.58380  -4.03010  2.08620
H  -3.05150  -6.28770  -0.75610
H  -4.46840  -5.43670  -0.09560
H  -3.62430  -7.08950  1.33340
H  -2.59750  -4.24070  -2.16920
H  -1.09960  -2.26160  -2.19160
N  1.92440  1.00680  -0.58020
P  3.24250  0.54840  -1.22360
C  3.34360  -0.16590  -2.93020
C  4.18570  0.30840  -3.92810
C  4.26210  -0.35510  -5.14050
C  3.51150  -1.49760  -5.35910
C  2.67100  -1.97670  -4.36620
C  2.58600  -1.30790  -3.15980
C  4.38510  1.96870  -1.27690
C  3.90690  3.09130  -1.94510
C  4.59740  4.28580  -1.89300
C  5.75930  4.37380  -1.13890
C  6.22610  3.26400  -0.45230
C  5.54340  2.06070  -0.51980
C  4.24330  -0.71890  -0.34820
C  4.02860  -0.80950  1.01970
C  4.77940  -1.68230  1.78390
C  5.73330  -2.48080  1.17310
C  5.93550  -2.40600  -0.19540
C  5.20230  -1.51700  -0.95930
H  4.79970  1.18040  -3.74580
H  4.91450  0.01490  -5.91820
H  3.58530  -2.02090  -6.30070
H  2.08980  -2.87170  -4.53800
H  1.94350  -1.66640  -2.35260
H  2.98660  2.99070  -2.50650
H  4.23120  5.15190  -2.42920
H  6.29160  5.31420  -1.08240
H  7.11820  3.34160  0.15430
H  5.90860  1.19130  0.01020
H  3.26270  -0.17170  1.44800
H  4.62310  -1.74460  2.85100
H  6.32570  -3.15870  1.76820
H  6.66980  -3.04250  -0.66720
H  5.37590  -1.43610  -2.02410
C  -2.04950  4.78240  -1.72660
N  -2.01620  3.42400  -1.26060
C  -3.20650  2.62160  -1.15950
C  -2.61070  1.19810  -1.05620
O  -3.24850  0.17560  -0.95680
N  -1.26280  1.31900  -1.08840
C  -0.93510  2.60410  -1.20120
N  0.31590  3.01510  -1.26650
H  -2.86770  4.89100  -2.44280
H  -1.11240  5.04190  -2.22200
H  -2.22440  5.48120  -0.90340
H  -3.85660  2.73060  -2.03090
H  -3.77940  2.86470  -0.26050
H  1.06250  2.27040  -1.03680
H  0.52210  3.99300  -1.15040

Forces on the atoms, in the same order (eV/Å):
0.1 0.1 -0.2
-0.3 -0.1 0.0
0.4 0.1 0.2
0.0 0.3 -0.1
-0.2 -0.4 0.1
0.0 0.1 0.0
-0.3 -0.6 0.3
0.3 0.7 0.9
0.0 0.0 -0.3
-0.2 -0.6 -0.9
0.2 0.1 0.0
0.2 0.1 -0.2
-0.3 0.0 -0.4
0.0 -0.1 0.3
-0.1 -0.2 0.4
0.0 -0.1 -0.3
-0.4 0.0 0.5
0.0 0.0 -0.1
-0.1 0.1 -0.1
0.0 -0.1 -0.2
0.0 0.1 0.1
0.1 0.1 0.0
0.0 -0.1 0.0
0.0 0.0 0.1
-0.1 0.2 0.1
0.2 0.0 0.0
0.0 0.1 0.0
0.0 -0.1 -0.1
0.0 0.0 0.0
0.3 -0.2 -0.1
0.7 0.0 -0.2
-0.2 0.3 0.4
0.0 0.1 0.2
0.0 0.0 -0.2
0.0 0.0 -0.1
-0.1 -0.1 0.0
-0.2 -0.1 0.2
-0.2 -0.1 0.1
0.1 -0.1 -0.1
0.0 0.1 -0.1
0.1 0.1 0.0
0.1 0.2 0.1
0.0 -0.1 -0.2
-0.4 0.3 0.0
-0.1 0.1 0.0
0.0 -0.1 0.1
0.0 0.0 0.1
0.2 -0.1 0.0
-0.1 0.1 0.0
0.0 0.0 0.0
0.1 0.0 -0.1
0.0 0.0 -0.1
0.0 -0.1 0.0
0.1 0.0 -0.2
-0.1 0.2 -0.1
0.0 0.0 0.0
0.0 0.0 0.0
0.1 0.0 0.0
0.0 0.0 0.1
0.0 -0.1 0.1
0.0 0.0 0.1
0.1 -0.1 0.1
0.1 0.0 0.0
0.0 -0.1 0.0
0.0 0.1 0.2
0.0 0.2 -0.1
-0.2 -0.2 0.1
0.0 0.6 -0.1
-0.4 -0.3 0.0
0.5 -0.4 0.1
-0.4 -0.1 -0.1
0.1 0.2 0.0
0.1 0.1 0.0
-0.1 0.0 0.0
0.0 0.1 -0.1
0.0 -0.1 0.0
-0.1 -0.1 0.0
0.1 -0.1 0.0
-0.1 0.0 0.0

This record from OMol25 describes C34H34AuClGeN2 as an isolated structure. The level of theory is ωB97M-V/def2-TZVPD.

Multiplicity ... 3
Frontier orbital gap (spin up / spin down) ... 5.52 / 3.76 eV
E_LUMO (spin up / spin down) ... -0.303 / -0.362 Ha
Net charge ... +2

Cartesian coordinates (Å):
Au  -12.45210  -6.30262  12.01327
C  -14.26162  -4.91781  17.70435
C  -14.20552  -4.72640  16.17598
C  -13.29618  -3.65076  15.69266
C  -13.60421  -2.33649  16.04358
C  -12.92785  -1.26930  15.47199
C  -11.87179  -1.49334  14.58595
C  -11.46149  -2.79400  14.30935
C  -10.15678  -2.96190  13.53374
C  -10.28885  -2.36874  12.11421
C  -12.20837  -3.90867  14.81337
N  -11.90330  -5.15696  14.35040
C  -11.47725  -6.06841  15.19918
C  -11.18994  -7.35216  14.69841
C  -10.99689  -8.58252  15.43554
C  -10.85973  -9.56455  14.46164
C  -10.89711  -8.91053  13.20957
N  -11.06583  -7.60184  13.32864
H  -14.85091  -5.78737  17.98088
H  -14.66660  -4.08008  18.25216
H  -13.24716  -5.07163  18.07217
H  -15.22279  -4.48635  15.82911
H  -13.97852  -5.69833  15.71534
H  -14.44311  -2.11285  16.71621
H  -13.21510  -0.24521  15.70139
H  -11.37984  -0.63850  14.08705
H  -9.88976  -4.01389  13.46429
H  -9.36940  -2.44868  14.08690
H  -11.24152  -2.66232  11.66311
H  -9.50968  -2.73951  11.43975
H  -10.20846  -1.28433  12.13170
H  -11.46816  -5.95899  16.31669
H  -10.99740  -8.63802  16.50919
H  -10.75643  -10.62201  14.68014
H  -10.80016  -9.39822  12.23652
Ge  -11.70679  -7.09966  9.70147
C  -12.20110  -5.97665  8.15905
C  -13.04662  -6.55255  7.20881
C  -13.80313  -5.73806  6.38376
C  -13.63149  -4.34941  6.41357
C  -12.68633  -3.80627  7.30691
C  -11.92552  -4.61446  8.13825
C  -9.73026  -6.99413  9.63291
C  -9.12145  -8.21465  9.48369
C  -7.75415  -8.31866  9.60080
C  -6.99027  -7.16947  9.67415
C  -7.59750  -5.92282  9.90820
C  -8.98366  -5.83361  9.84035
H  -11.99176  -8.52184  9.12093
H  -13.11723  -7.64094  7.10931
H  -14.57667  -6.23362  5.76832
H  -14.19702  -3.69500  5.75301
H  -12.53479  -2.74603  7.40544
H  -11.16457  -4.17007  8.77486
H  -9.74311  -9.12902  9.35174
H  -7.24698  -9.29225  9.60827
H  -5.91759  -7.19531  9.54847
H  -6.99840  -5.03908  10.11828
H  -9.46862  -4.86947  9.91101
Cl  -15.46461  -8.07277  9.69675
C  -15.27844  -8.61208  11.35590
C  -15.47602  -9.95414  11.67569
C  -15.47387  -10.40276  13.01820
C  -15.39852  -9.43027  14.02128
C  -15.08730  -8.12021  13.71661
C  -15.00907  -7.68351  12.37068
C  -14.57079  -6.28449  12.12926
H  -15.60927  -10.69317  10.88423
H  -15.55847  -11.45161  13.26373
H  -15.47640  -9.69611  15.07968
H  -14.88629  -7.39824  14.51943
H  -14.69851  -5.64224  12.98571
H  -14.91951  -5.85977  11.18022

Forces on the atoms, in the same order (eV/Å):
1.1 -0.6 1.0
0.6 -0.2 -0.3
-1.1 -0.7 0.3
0.4 0.1 0.0
-0.1 0.3 -0.1
0.2 0.2 -0.2
-0.2 -0.1 0.1
0.2 0.0 -0.3
-0.8 0.0 -0.4
0.2 -0.4 0.0
-0.6 2.8 0.5
1.2 -1.7 0.4
-1.3 0.1 0.2
0.6 -0.8 -0.2
0.0 0.0 -1.5
0.0 0.1 2.4
-0.1 0.3 -1.0
-0.5 0.1 -0.3
-0.1 -0.1 -0.1
-0.1 0.4 -0.1
0.0 -0.1 0.2
0.2 0.0 0.0
0.1 0.2 0.1
0.4 -0.3 -0.3
0.0 -0.2 0.0
-0.1 -0.6 0.6
0.1 -0.1 0.1
0.1 -0.1 0.0
0.0 0.2 0.1
0.1 0.1 0.2
-0.2 0.0 -0.1
0.1 0.4 -1.1
0.0 -0.3 0.1
0.1 0.2 -0.3
0.0 0.3 0.3
1.3 0.3 -3.2
0.1 -1.1 1.5
-0.7 0.0 0.0
-0.4 -0.5 -0.6
0.4 0.0 0.6
0.2 -0.1 -0.4
-0.8 0.6 -0.1
-1.1 0.7 1.1
-0.7 -1.7 0.7
0.9 -0.6 -0.7
0.0 0.9 0.5
-0.2 -0.3 -0.7
0.3 0.0 0.3
-0.4 0.1 0.9
-0.3 0.4 0.3
0.7 0.6 0.0
0.0 -0.2 0.3
0.0 0.3 -0.4
-0.3 0.0 0.1
0.6 0.7 0.2
-0.3 0.4 -0.4
0.1 -0.2 0.4
-0.1 -0.2 -0.3
0.0 0.0 0.3
0.4 -0.3 0.9
-0.6 -1.0 -0.9
0.2 -0.4 -0.1
-0.2 1.2 -0.9
0.6 0.3 1.0
-0.1 -0.3 0.3
1.3 2.3 0.4
-1.5 -1.6 -1.1
0.0 0.4 0.1
-0.1 0.0 -0.1
0.0 -0.1 -0.4
-0.2 -0.3 -0.4
0.2 0.3 0.3
0.2 0.0 0.2

This record from OMol25 describes C34H34BrN3O2PdS2 as an isolated structure. The level of theory is ωB97M-V/def2-TZVPD.

Multiplicity ... 1
Frontier orbital gap (spin up / spin down) ... 5.87 / 5.87 eV
E_LUMO (spin up / spin down) ... -0.305 / -0.306 Ha
Energy above the lowest of the compared OMol25 structures with the same formula, charge and spin ... 0.039 eV
Net charge ... +2

Cartesian coordinates (Å):
Pd  0.25577  -1.19544  -1.30013
Br  2.10597  -0.99924  -2.94626
C  3.18669  -2.31545  -2.07148
C  4.40539  -2.63488  -2.57595
C  5.15210  -3.63481  -1.91439
C  4.64801  -4.26017  -0.81085
C  3.37123  -3.93313  -0.29139
C  2.81942  -4.59534  0.83298
C  1.58047  -4.27982  1.30095
C  0.80408  -3.26660  0.67650
C  1.35691  -2.63879  -0.38041
C  2.61684  -2.91732  -0.93933
H  4.79780  -2.15147  -3.46020
H  6.12466  -3.90360  -2.30156
H  5.22046  -5.03252  -0.31388
H  3.39788  -5.37591  1.30941
H  1.15449  -4.80512  2.14430
H  -0.18784  -3.04224  1.03782
O  1.12031  0.23388  -0.05463
S  1.12740  1.75235  -0.41335
C  2.84077  2.14159  -0.84516
C  2.94564  3.62004  -1.10303
C  2.31591  4.18437  -2.20987
C  2.39916  5.54918  -2.43735
C  3.11497  6.35529  -1.56248
C  3.74709  5.79674  -0.46026
C  3.65869  4.43242  -0.22702
C  1.07777  2.54558  1.20166
C  -0.30514  2.63002  1.78815
C  -0.55002  2.11954  3.05547
C  -1.80522  2.26433  3.63746
C  -2.82195  2.90810  2.94947
C  -2.58091  3.42084  1.67790
C  -1.32536  3.29079  1.10523
H  3.05301  1.54605  -1.73155
H  3.47662  1.80234  -0.02659
H  1.77250  3.55502  -2.90692
H  1.91551  5.98319  -3.30184
H  3.18606  7.41898  -1.74425
H  4.31479  6.42195  0.21523
H  4.15928  3.99789  0.63078
H  1.49536  3.54213  1.03578
H  1.76544  1.96765  1.82273
H  0.24571  1.63334  3.60686
H  -1.97794  1.89004  4.63833
H  -3.79208  3.03862  3.41059
H  -3.36374  3.95120  1.15102
H  -1.13103  3.72416  0.13031
C  -2.16328  0.47262  -2.47656
C  -3.21639  0.97757  -1.49620
C  -3.45670  0.06687  -0.29353
S  -1.92367  -0.18844  0.60280
O  -1.31449  -1.46396  -0.09695
C  -2.40440  -0.85392  2.19849
C  -3.21558  -2.14701  2.21359
C  -4.72578  -1.96273  2.11890
H  -2.14303  1.08635  -3.37552
H  -2.33956  -0.56155  -2.77351
H  -1.14810  0.55979  -2.04305
H  -4.17048  1.07253  -2.01681
H  -2.95253  1.97774  -1.14629
H  -3.83236  -0.92135  -0.56871
H  -4.14540  0.52099  0.42185
H  -2.91308  -0.01489  2.68291
H  -1.43599  -0.96031  2.69383
H  -2.97531  -2.62793  3.16444
H  -2.85482  -2.82574  1.43739
H  -5.07636  -1.23399  2.85176
H  -5.22447  -2.90728  2.32908
H  -5.05472  -1.65295  1.12854
N  -0.51099  -2.60787  -2.47871
C  -1.22174  -3.39002  -1.92504
C  -2.03602  -4.23318  -1.27647
C  -1.51671  -5.41755  -0.67620
N  -1.08707  -6.33415  -0.13249
C  -3.38686  -3.80329  -1.10267
N  -4.44298  -3.36213  -0.99366

Forces on the atoms, in the same order (eV/Å):
0.1 0.0 0.0
0.0 0.0 0.0
0.0 0.0 0.0
0.0 0.0 0.0
0.0 0.0 0.0
0.0 0.0 0.0
0.0 0.0 0.0
0.0 0.0 0.0
0.0 0.0 0.0
0.0 0.0 0.0
0.0 0.0 0.0
0.0 0.0 0.0
0.0 0.0 0.0
0.0 0.0 0.0
0.0 0.0 0.0
0.0 0.0 0.0
0.0 0.0 0.0
0.0 0.0 0.0
-0.1 0.0 0.0
0.0 -0.1 0.1
0.0 0.1 0.0
0.0 0.0 0.0
0.0 0.0 0.0
0.0 0.0 0.0
0.0 0.0 0.0
0.0 0.0 0.0
0.0 0.0 0.0
-0.1 0.1 0.1
0.0 0.1 0.0
-0.1 0.0 0.0
0.1 0.0 0.0
0.0 0.0 0.0
0.0 0.0 0.0
0.0 0.0 0.0
0.0 0.0 0.0
0.0 0.0 0.0
0.0 0.0 0.0
0.0 0.0 0.0
0.0 0.0 0.0
0.0 0.0 0.0
0.0 0.0 0.0
0.0 0.0 0.0
0.0 0.0 0.0
0.0 0.0 0.0
0.0 0.0 0.0
0.0 0.0 0.0
0.0 0.0 0.0
0.0 0.0 0.0
0.0 0.0 0.0
0.0 0.0 0.0
0.0 0.0 0.0
0.0 0.1 0.0
0.1 0.0 0.0
0.0 0.0 0.0
0.0 0.0 0.0
0.0 0.0 0.0
0.0 0.0 0.0
0.0 0.0 0.0
0.0 0.0 0.0
0.0 0.0 0.0
0.0 0.0 0.0
0.0 0.0 0.0
0.0 0.0 0.0
0.0 0.0 0.0
0.0 0.0 0.0
0.0 0.0 0.0
0.0 0.0 0.0
0.0 0.0 0.0
0.0 0.0 0.0
0.0 0.0 0.0
-0.1 0.0 -0.1
0.1 -0.1 0.1
0.0 0.1 0.0
-0.1 0.0 0.0
0.1 0.0 0.0
0.0 0.0 -0.1
0.0 0.0 0.1

For reference, E by record: -64181.413 -111500.464 -139549.045 eV.